Below is C33H74CdNO14Zn as an isolated structure at a distorted geometry, with properties calculated with ωB97M-V/def2-TZVPD.

```
124
C33H74CdNO14Zn | the Open Molecules 2025 dataset | ωB97M-V/def2-TZVPD
Zn 8.803 23.739 13.615
Cd 3.702 23.193 7.627
C 11.128 26.793 11.907
C 11.955 25.430 11.743
C 13.365 25.886 11.315
C 14.360 24.841 11.338
C 14.451 24.327 12.762
C 13.097 23.834 13.482
N 11.957 24.697 13.081
O 10.787 24.603 13.857
C 13.381 23.953 15.033
C 12.854 22.331 13.235
C 11.331 24.571 10.570
H 11.064 27.425 11.021
H 11.568 27.388 12.707
H 10.131 26.589 12.297
H 13.717 26.636 12.024
H 13.233 26.505 10.428
H 15.318 25.118 10.899
H 13.971 24.110 10.629
H 15.023 24.977 13.424
H 15.036 23.425 12.576
H 13.682 24.970 15.284
H 14.247 23.351 15.308
H 12.537 23.613 15.633
H 12.712 22.101 12.179
H 12.001 21.915 13.772
H 13.688 21.697 13.534
H 11.902 23.648 10.671
H 11.437 25.011 9.578
H 10.278 24.379 10.775
C 6.750 24.777 10.119
C 5.828 24.073 9.510
C 5.191 22.800 10.133
O 4.244 22.142 9.564
C 5.522 22.376 11.347
C 6.589 23.044 12.084
C 7.308 24.280 11.382
O 8.238 24.793 12.032
O 7.009 22.856 13.188
O 5.371 24.467 8.376
H 7.209 25.676 9.735
H 5.177 21.423 11.718
C 1.635 22.078 12.497
C 0.335 22.878 12.466
O -0.184 22.690 13.793
H 1.943 22.021 11.453
H 1.513 21.087 12.935
H 2.464 22.521 13.049
H -0.406 22.470 11.780
H 0.393 23.964 12.402
H -1.120 22.526 13.654
C 3.619 26.532 14.092
C 4.195 25.104 14.235
O 5.036 25.137 15.405
H 2.969 26.660 14.957
H 3.120 26.791 13.159
H 4.300 27.369 14.245
H 4.820 24.829 13.385
H 3.324 24.466 14.378
H 4.662 24.665 16.153
C 6.516 18.823 11.201
C 5.288 18.571 12.069
O 4.084 19.012 11.413
H 6.148 18.683 10.185
H 7.382 18.187 11.384
H 6.807 19.857 11.385
H 5.297 18.914 13.103
H 5.126 17.510 12.259
H 4.059 19.942 11.178
C 2.166 26.783 9.523
C 2.662 25.391 9.985
O 2.418 24.561 8.900
H 1.090 26.909 9.642
H 2.399 26.960 8.473
H 2.461 27.560 10.228
H 2.158 25.116 10.911
H 3.726 25.426 10.217
H 1.512 24.700 8.614
C 9.412 21.153 10.425
C 9.349 21.140 11.951
O 9.742 22.332 12.406
H 8.811 20.339 10.019
H 10.421 20.958 10.063
H 9.075 22.026 9.866
H 10.125 20.481 12.340
H 8.402 20.724 12.294
H 10.692 22.200 12.387
C 9.519 27.806 8.591
C 9.439 27.445 7.188
O 9.745 28.552 6.418
H 9.664 26.977 9.285
H 8.715 28.520 8.770
H 10.428 28.405 8.642
H 8.398 27.316 6.890
H 10.103 26.605 6.987
H 9.587 28.271 5.514
C 7.743 27.185 16.018
C 8.002 26.615 14.557
O 7.682 25.200 14.625
H 6.681 27.064 16.229
H 8.121 28.197 16.161
H 8.205 26.495 16.724
H 9.009 26.756 14.165
H 7.337 27.146 13.875
H 6.723 25.227 14.669
C 4.980 25.730 5.071
C 3.752 25.919 5.924
O 3.142 24.664 6.136
H 5.320 26.731 4.803
H 4.697 25.230 4.145
H 5.737 25.131 5.576
H 3.118 26.741 5.591
H 4.099 26.355 6.861
H 2.828 24.381 5.274
C 1.313 20.178 8.320
C 1.145 21.724 8.299
O 1.917 22.242 7.201
H 2.299 19.835 8.635
H 1.112 19.722 7.350
H 0.553 19.674 8.917
H 1.286 22.217 9.261
H 0.116 21.964 8.032
H 1.424 22.080 6.393
```

Results
Kohn-Sham gap (alpha / beta): 3.3 / 4.0 eV
charge: 0
expectation value of S²: 0.77
2S+1: 2

---

Below is an isolated molecule of C18H16N2O6 at a distorted geometry, with properties calculated with ωB97M-V/def2-TZVPD.

```
42
C18H16N2O6 | the Open Molecules 2025 dataset | ωB97M-V/def2-TZVPD
C -0.941 -2.780 2.232
O -1.083 -3.117 0.868
C -1.751 -2.269 0.054
C -1.768 -2.606 -1.303
C -2.421 -1.802 -2.214
C -3.056 -0.645 -1.796
C -3.026 -0.287 -0.450
C -3.679 0.984 -0.075
O -4.668 1.405 -0.615
C -2.964 1.817 1.009
C -1.738 2.396 0.382
O -1.706 3.411 -0.275
C -0.439 1.599 0.607
O -0.339 0.713 1.429
N 0.534 2.067 -0.205
C 1.892 1.709 -0.214
C 2.829 2.736 -0.156
C 4.183 2.458 -0.137
C 4.602 1.144 -0.165
C 3.665 0.118 -0.240
N 4.197 -1.224 -0.256
O 5.319 -1.364 -0.696
O 3.516 -2.123 0.183
C 2.288 0.365 -0.300
C 1.276 -0.705 -0.518
C -2.392 -1.111 0.478
H -0.265 -3.525 2.647
H -1.901 -2.830 2.756
H -0.508 -1.783 2.355
H -1.264 -3.509 -1.610
H -2.436 -2.076 -3.258
H -3.565 -0.003 -2.498
H -3.643 2.617 1.305
H -2.678 1.190 1.850
H 0.281 2.930 -0.682
H 2.483 3.759 -0.117
H 4.902 3.259 -0.088
H 5.649 0.887 -0.132
H 1.693 -1.561 -1.041
H 0.905 -1.061 0.442
H 0.429 -0.319 -1.082
H -2.417 -0.861 1.524
```

Results
energy above the lowest of the compared OMol25 structures with the same formula, charge and spin: 5.393 eV
structure (SMILES): COc1cccc(C(=O)CC(=O)C(=O)Nc2cccc([N+](=O)[O-])c2C)c1
Kohn-Sham gap: 8.2 eV
charge: 0
2S+1: 1

---

Below is an isolated molecule of C7H7ClS at a distorted geometry, with properties calculated with ωB97M-V/def2-TZVPD.

```
16
C7H7ClS | the Open Molecules 2025 dataset | ωB97M-V/def2-TZVPD
C -1.621 -0.822 -0.867
C -0.391 -1.212 -1.233
C -1.294 0.720 1.043
C -2.022 0.078 0.188
C 0.916 -0.855 -0.681
C 1.155 0.039 0.440
C 1.905 1.280 0.674
S 1.378 -1.562 1.012
Cl -3.833 0.277 0.217
H -2.451 -1.227 -1.430
H -0.326 -1.910 -2.059
H -1.448 1.383 1.861
H 1.731 -0.998 -1.391
H 1.673 1.683 1.658
H 1.643 2.026 -0.076
H 2.983 1.098 0.643
```

Results
energy above the lowest of the compared OMol25 structures with the same formula, charge and spin: 3.897 eV
Kohn-Sham gap (alpha / beta): 7.3 / 8.2 eV
charge: 0
2S+1: 1

---

Below is a 2-piece molecular cluster, C4H13N2 overall at a distorted geometry, with properties calculated with ωB97M-V/def2-TZVPD.

```
19
C4H13N2 | the Open Molecules 2025 dataset | ωB97M-V/def2-TZVPD
C 1.767 -1.481 -0.358
C 1.158 -0.097 0.132
C -0.119 0.193 -0.607
C -1.141 -0.855 -0.814
N -1.955 -1.033 0.470
N -0.227 2.463 1.176
H 1.122 -2.142 0.228
H 2.797 -1.722 -0.058
H 1.690 -1.666 -1.418
H 1.836 0.760 0.109
H 0.781 -0.289 1.148
H 0.027 0.820 -1.509
H -1.791 -0.501 -1.628
H -0.745 -1.832 -1.107
H -2.665 -0.280 0.420
H 0.001 3.474 1.237
H -1.393 -0.467 1.129
H 0.115 2.050 0.284
H -1.256 2.604 1.166
```

Results
energy above the lowest of the compared OMol25 structures with the same formula, charge and spin: 6.673 eV
Kohn-Sham gap (alpha / beta): 7.2 / 4.2 eV
charge: +2
expectation value of S²: 0.76
2S+1: 2

---

Below is an isolated molecule of C6H6O, with properties calculated with ωB97M-V/def2-TZVPD.

```
13
C6H6O | the Open Molecules 2025 dataset | ωB97M-V/def2-TZVPD
C 2.617 -0.005 0.701
C 1.442 -0.130 0.469
C 0.030 -0.390 0.200
C -1.021 0.568 0.789
C -2.268 0.319 -0.053
O -1.823 -0.180 -1.179
C -0.366 -0.320 -1.266
H 3.660 0.086 0.918
H -0.753 1.623 0.608
H -1.196 0.451 1.860
H -0.205 -1.394 0.570
H -0.146 -1.208 -1.859
H 0.029 0.577 -1.758
```

Results
energy above the lowest of the compared OMol25 structures with the same formula, charge and spin: 4.328 eV
Kohn-Sham gap (alpha / beta): 9.5 / 9.5 eV
charge: 0
2S+1: 1

---

Below is an isolated ion of composition C4H11NOP and charge +1 at a distorted geometry, with properties calculated with ωB97M-V/def2-TZVPD.

```
18
C4H11NOP | the Open Molecules 2025 dataset | ωB97M-V/def2-TZVPD
N -2.310 1.526 -0.312
C -1.011 0.958 -0.252
C -0.961 -0.339 0.044
O -1.907 -0.811 0.928
C 0.252 -1.338 -0.053
C 1.726 -0.738 -0.261
P 2.343 0.695 0.791
H -2.958 0.945 0.156
H -2.618 1.325 -1.300
H -2.579 2.431 0.063
H -0.171 1.609 -0.653
H -1.496 -1.621 1.281
H 0.259 -2.048 -0.963
H 0.272 -2.018 0.833
H 2.480 -1.503 -0.360
H 1.749 -0.296 -1.275
H 3.547 0.108 1.277
H 3.385 1.117 0.058
```

Results
energy above the lowest of the compared OMol25 structures with the same formula, charge and spin: 2.280 eV
structure (SMILES): [NH3+]/C=C(\O)CCP
Kohn-Sham gap: 9.1 eV
charge: +1
2S+1: 1

---

Below is a 2-piece molecular cluster, C24H45BBrN4O2 overall at a distorted geometry, with properties calculated with ωB97M-V/def2-TZVPD.

```
77
C24H45BBrN4O2 | the Open Molecules 2025 dataset | ωB97M-V/def2-TZVPD
C -3.324 2.204 -4.327
C -1.983 2.307 -3.583
C -1.658 1.070 -2.757
C -1.310 -0.175 -3.570
C -2.424 -1.203 -3.734
C -2.981 -1.730 -2.397
C -4.368 -1.170 -2.070
C -5.025 -1.817 -0.844
C -4.988 -1.010 0.454
C -3.718 -1.169 1.287
C -2.523 -0.344 0.795
C -2.171 0.837 1.725
C -0.997 1.472 1.123
N -0.122 2.007 0.576
B -1.657 0.325 3.165
N -2.081 0.860 4.397
O -0.711 -0.702 3.185
C -3.237 1.948 1.795
Br -3.858 2.546 0.032
C -4.394 1.588 2.576
N -5.146 1.334 3.430
H -3.580 1.177 -4.534
H -3.269 2.759 -5.254
H -4.123 2.668 -3.765
H -2.089 3.123 -2.876
H -1.193 2.542 -4.281
H -0.864 1.315 -2.061
H -2.524 0.881 -2.134
H -0.505 -0.693 -3.053
H -0.896 0.078 -4.540
H -3.270 -0.852 -4.313
H -1.993 -2.054 -4.249
H -2.265 -1.573 -1.595
H -3.122 -2.801 -2.488
H -4.972 -1.408 -2.939
H -4.369 -0.087 -2.008
H -4.628 -2.820 -0.720
H -6.074 -1.946 -1.083
H -5.214 0.029 0.254
H -5.809 -1.366 1.067
H -3.441 -2.215 1.261
H -3.962 -0.947 2.321
H -1.657 -0.994 0.794
H -2.621 0.026 -0.215
H -1.381 0.808 5.124
H -2.392 1.821 4.365
H 0.172 -0.339 3.172
H -2.776 2.825 2.218
C 4.844 1.832 1.212
C 3.984 0.702 0.594
C 3.082 0.067 1.663
C 3.817 -0.853 2.643
C 4.646 -1.910 1.912
C 5.625 -1.316 0.887
N 4.869 -0.365 -0.020
O 4.290 -0.962 -0.874
C 6.784 -0.597 1.608
C 6.296 -2.434 0.089
C 3.117 1.386 -0.457
H 5.750 2.009 0.632
H 4.289 2.766 1.219
H 5.127 1.641 2.245
H 2.292 -0.509 1.168
H 2.585 0.871 2.205
H 4.452 -0.269 3.312
H 3.086 -1.353 3.281
H 5.216 -2.499 2.628
H 3.968 -2.605 1.406
H 7.415 -0.060 0.900
H 7.408 -1.329 2.114
H 6.460 0.102 2.374
H 5.578 -3.099 -0.388
H 6.898 -3.041 0.758
H 6.953 -2.028 -0.681
H 3.725 1.813 -1.257
H 2.552 2.191 0.003
H 2.386 0.712 -0.901
```

Results
energy above the lowest of the compared OMol25 structures with the same formula, charge and spin: 0.000 eV
Kohn-Sham gap: 5.6 eV
charge: +1
2S+1: 1

---

Below is C37H55N8O8P2S5Se2Y as an isolated structure at a distorted geometry, with properties calculated with ωB97M-V/def2-TZVPD.

```
118
C37H55N8O8P2S5Se2Y | the Open Molecules 2025 dataset | ωB97M-V/def2-TZVPD
Y 0.781 0.034 1.323
Se 3.925 0.175 1.003
Se 4.664 -2.832 -1.202
C 5.177 -3.499 0.581
C 6.376 -4.135 0.840
C 6.754 -4.362 2.171
C 5.775 -4.300 3.123
C 4.527 -3.888 2.787
N 4.239 -3.475 1.591
C 3.380 0.632 -0.769
C 4.202 1.271 -1.723
C 3.657 1.565 -2.967
C 2.427 1.059 -3.282
C 1.686 0.498 -2.255
N 2.084 0.266 -1.009
H 7.046 -4.174 0.025
H 7.824 -4.665 2.371
H 6.029 -4.506 4.186
H 3.704 -3.990 3.474
H 5.220 1.505 -1.502
H 4.257 2.065 -3.747
H 1.892 1.222 -4.233
H 0.608 0.178 -2.537
S 3.662 4.282 3.352
C 3.035 3.092 2.354
S 4.545 2.137 1.825
S 1.491 2.756 1.784
C -2.478 -2.527 3.485
N -1.469 -3.414 2.852
C -1.932 -4.618 2.302
C -0.403 -2.784 2.276
N 0.147 -1.760 2.711
N 0.087 -3.501 1.136
C 1.183 -3.176 0.369
N 1.591 -4.049 -0.588
N 1.690 -2.004 0.498
H -3.365 -3.103 3.630
H -2.733 -1.745 2.776
H -2.091 -1.980 4.392
H -1.117 -5.349 2.170
H -2.359 -4.463 1.314
H -2.733 -5.087 2.905
H -0.378 -1.378 3.565
H -0.698 -3.966 0.638
H 1.588 -4.979 -0.264
H 2.446 -3.745 -1.003
H 2.502 -1.942 -0.131
C 0.136 -2.962 -7.446
C 0.718 -1.587 -7.343
C 1.645 -1.373 -6.158
O -0.418 -0.645 -7.494
P -0.922 0.425 -6.371
S 0.143 2.071 -6.508
S -1.334 -0.312 -4.579
O -2.446 0.614 -6.985
C -3.111 1.840 -6.752
C -2.946 2.814 -7.902
C -4.592 1.528 -6.565
H 0.940 -3.700 -7.648
H -0.577 -3.038 -8.236
H -0.343 -3.219 -6.495
H 1.258 -1.317 -8.320
H 1.175 -1.584 -5.221
H 1.932 -0.355 -6.102
H 2.503 -2.055 -6.223
H -2.687 2.294 -5.832
H -3.302 2.356 -8.839
H -1.853 3.017 -7.974
H -3.479 3.658 -7.608
H -5.012 1.138 -7.474
H -5.147 2.404 -6.438
H -4.734 0.736 -5.804
O -2.434 -2.412 -0.199
C -2.215 -1.245 -0.563
N -1.092 -0.535 -0.152
C -1.287 0.765 -0.425
O -0.467 1.656 -0.058
C -2.613 1.024 -1.129
C -3.092 2.121 -1.782
C -4.118 1.899 -2.688
C -4.698 0.644 -2.802
C -4.225 -0.449 -2.071
C -3.117 -0.286 -1.266
H -2.688 3.121 -1.791
H -4.524 2.695 -3.354
H -5.514 0.529 -3.524
H -4.627 -1.379 -2.336
C -1.103 4.172 4.072
C -2.248 3.187 3.800
C -2.528 2.819 2.240
C -3.554 3.789 4.427
O -2.099 2.011 4.624
P -0.900 0.989 4.317
O -1.133 -0.292 5.065
O -0.721 0.876 2.787
O 0.472 1.707 4.803
C 1.059 1.786 6.130
C 1.669 0.434 6.531
C -0.096 2.140 7.134
C 2.152 2.761 5.977
H -1.119 5.140 3.585
H -0.095 3.791 3.925
H -1.142 4.478 5.169
H -3.041 3.697 1.804
H -3.202 1.978 2.251
H -1.505 2.686 1.774
H -3.891 4.713 3.936
H -3.518 3.878 5.560
H -4.403 3.095 4.194
H 0.889 -0.298 6.731
H 2.249 0.558 7.478
H 2.373 0.009 5.819
H -0.766 1.257 7.170
H -0.698 2.936 6.695
H 0.364 2.435 8.108
H 2.744 2.485 5.116
H 2.765 2.766 6.908
H 1.748 3.782 5.732
```

Results
energy above the lowest of the compared OMol25 structures with the same formula, charge and spin: 2.353 eV
Kohn-Sham gap: 6.6 eV
charge: -2
2S+1: 1

---

What is the 2S+1 in the eighth record?
1